ORCA calculation (the ωB97M-V functional and the def2-TZVPD basis) on a molecular structure, C25H22MoN16O3S2 in a non-equilibrium geometry.

Geometry as XYZ:
```
69
Properties=species:S:1:pos:R:3:lowdin_charge:R:1
Mo -0.55699 -0.46517 -0.93050 1.832
C -2.68805 1.71695 -2.74397 -0.109
C -2.51930 1.97421 -1.28398 -0.596
N -1.95198 1.23016 -0.34340 -0.009
C -2.03275 1.85779 0.89624 -0.312
C -2.65910 3.06117 0.86135 -0.333
S -3.16264 3.43859 -0.71184 1.145
C -1.49844 1.33547 2.16044 -0.354
C -1.11818 2.15500 3.18292 -0.376
S -0.64550 1.22334 4.52676 1.075
C -0.98841 -0.22054 3.63468 -0.613
N -1.41119 -0.00580 2.42608 0.115
C -0.79099 -1.55228 4.27101 -0.065
H -1.78393 1.33461 -3.20871 0.041
H -2.93548 2.65319 -3.24092 0.066
H -3.50481 1.01277 -2.91255 0.080
H -2.86119 3.71521 1.68870 0.083
H -1.07106 3.22852 3.20933 0.085
H -1.11758 -1.53062 5.31042 0.076
H 0.26366 -1.82546 4.25139 0.070
H -1.35858 -2.30230 3.73122 0.062
C 1.96532 3.14819 2.55859 -0.011
C 1.44009 1.96310 1.77805 -0.380
O 0.59704 2.13358 0.91290 0.047
C 1.96922 0.60787 2.11281 -0.090
C 2.91887 0.45390 3.12947 -0.029
C 3.40563 -0.78624 3.49734 -0.074
C 2.92811 -1.92407 2.85311 -0.068
C 1.98293 -1.81796 1.85323 -0.009
C 1.51498 -0.56076 1.46697 -0.295
O 0.62561 -0.49220 0.48927 -0.301
H 1.50974 4.04593 2.15141 0.092
H 3.04952 3.22430 2.48276 0.090
H 1.71047 3.05907 3.61567 0.076
H 3.27809 1.33018 3.64791 0.107
H 4.14322 -0.86987 4.28165 0.104
H 3.28623 -2.90223 3.14457 0.111
H 1.55591 -2.68751 1.37272 0.098
N -3.74250 -1.74760 -1.18987 0.158
C -2.97116 -2.28338 -0.17067 -0.454
N -3.37328 -3.18340 0.69761 0.061
N -2.25758 -3.47980 1.39049 -0.058
N -1.25838 -2.79646 0.98087 -0.056
N -1.67473 -1.98984 -0.02058 -0.137
C -3.10380 -1.50291 -2.38681 -0.474
N -3.60191 -1.69804 -3.58611 0.064
N -2.58590 -1.37759 -4.42060 -0.042
N -1.54806 -1.02546 -3.77328 -0.051
N -1.83987 -1.05325 -2.44427 -0.167
H -4.65928 -2.16343 -1.28083 0.147
N 2.60015 0.77431 -1.83991 0.195
C 1.49778 1.43628 -2.29846 -0.464
O 0.34267 0.94155 -2.01153 -0.225
C 1.60822 2.56854 -3.09165 -0.192
C 2.89436 3.08569 -3.38131 -0.229
N 3.94337 3.49176 -3.62882 0.145
C 0.45248 3.25219 -3.53591 -0.196
N -0.49790 3.80622 -3.87503 0.167
H 2.44497 0.16099 -1.05284 0.088
H 3.47890 1.26901 -1.84674 0.106
N 1.82201 -2.96977 -3.44193 0.095
C 1.59416 -3.90102 -2.45601 -0.059
C 0.91667 -3.24865 -1.47870 -0.108
N 0.73717 -1.93705 -1.86218 -0.079
C 1.28382 -1.80728 -3.05429 -0.169
H 2.27945 -3.13044 -4.32412 0.166
H 1.93140 -4.91606 -2.53330 0.118
H 0.52554 -3.61672 -0.54704 0.085
H 1.27271 -0.91850 -3.65931 0.129
```

Calculated values
HOMO (alpha / beta)	-8.48 / -8.61	eV
LUMO (alpha / beta)	-1.67 / -1.08	eV
Kohn-Sham gap (alpha / beta)	6.810 / 7.528	eV
2S+1	3



ORCA calculation (the ωB97M-V functional and the def2-TZVPD basis) on a molecular structure, C25H23BCl72NO2PSSi2 in a non-equilibrium geometry.

Geometry as XYZ:
```
128
Properties=species:S:1:pos:R:3:lowdin_charge:R:1
C -3.74763 -2.78420 1.23592 -0.127
C -2.27682 -3.46491 1.64560 -0.325
N -1.20542 -3.25021 0.59977 -0.165
Si -0.59090 -1.56051 0.55637 0.510
O -1.61842 -0.37112 1.34248 -0.391
Si -0.89034 0.26490 2.81212 0.308
C 0.76531 1.21981 2.50943 -0.213
C -2.18363 1.51061 3.60404 -0.336
C -3.30747 1.85294 2.43127 -0.187
P -0.54384 -1.27441 4.37893 0.205
S 0.99249 -2.41849 4.03436 0.028
B -0.53976 -1.06027 -1.34803 -0.417
O 0.27025 -1.84766 -2.34317 -0.093
C -1.39556 0.20643 -1.97695 -0.205
C -3.02647 0.00996 -1.74295 -0.138
H -4.64841 -3.48219 1.51649 0.081
H -3.79650 -1.77364 1.86566 0.069
H -3.68490 -2.54219 0.07196 0.009
H -1.96978 -3.18113 2.73945 0.061
H -2.48983 -4.63951 1.66407 0.035
H -0.42430 -3.95990 0.71048 0.076
H 0.81051 -1.53709 0.99745 -0.005
H 0.59206 2.36689 2.71178 0.018
H 1.17445 1.11260 1.40287 0.065
H 1.55084 0.85351 3.30441 -0.044
H -1.66326 2.46995 4.04739 0.003
H -2.76429 0.93657 4.46622 0.080
H -2.68829 2.20742 1.48177 0.057
H -4.08515 2.65814 2.79810 0.081
H -3.90629 0.87107 2.11286 0.077
H -1.78791 -2.02726 4.58808 -0.028
H -0.25226 -0.54280 5.61371 -0.080
H -0.32427 -2.60711 -2.68133 0.095
H -0.97993 1.20119 -1.47379 0.114
H -1.22144 0.23675 -3.15287 0.068
H -3.51909 1.04022 -2.07406 0.057
H -3.49363 -0.83476 -2.42959 0.042
H -3.32111 -0.19589 -0.62827 0.066
C 1.95276 1.52239 -4.19429 -1.952
Cl 3.28672 2.00112 -5.27407 0.477
Cl 2.60449 0.59180 -2.82179 0.533
Cl 1.12892 2.98027 -3.58563 0.492
Cl 0.79087 0.51630 -5.09573 0.525
C 6.00105 -0.98423 -5.85446 -1.987
Cl 5.96135 -0.20832 -4.25105 0.466
Cl 6.75374 -2.59330 -5.71709 0.504
Cl 4.33872 -1.15691 -6.47207 0.506
Cl 6.95046 0.02165 -6.97769 0.518
C -3.21801 -7.68032 0.69018 -1.965
Cl -1.96863 -7.22685 1.87675 0.537
Cl -2.54686 -8.87033 -0.45347 0.492
Cl -4.61256 -8.39363 1.53931 0.524
Cl -3.74402 -6.23039 -0.20191 0.472
C 5.74072 -3.81104 -2.10444 -1.998
Cl 4.90390 -2.23828 -2.13092 0.479
Cl 5.08907 -4.85228 -3.39504 0.498
Cl 7.48499 -3.56025 -2.36756 0.504
Cl 5.48491 -4.59338 -0.52415 0.513
C -1.43574 5.71236 2.99647 -1.977
Cl -3.08134 6.28365 2.62210 0.523
Cl -0.91089 4.55415 1.74845 0.534
Cl -0.31803 7.09959 3.02703 0.497
Cl -1.43270 4.91202 4.58841 0.547
C -5.60333 -3.74146 -2.67799 -1.932
Cl -4.05997 -3.96281 -1.81567 0.506
Cl -5.51556 -4.54156 -4.26753 0.512
Cl -6.92529 -4.45993 -1.72362 0.538
Cl -5.91252 -2.00146 -2.90516 0.482
C 2.73383 0.70651 6.83390 -1.974
Cl 3.01527 0.40668 5.10028 0.538
Cl 3.87854 1.94128 7.41653 0.505
Cl 1.06517 1.28331 7.07367 0.518
Cl 2.97635 -0.80531 7.74515 0.514
C -0.42030 -6.48970 -3.18179 -1.971
Cl -0.94453 -5.53803 -4.59389 0.521
Cl -1.35785 -8.00279 -3.10412 0.473
Cl 1.31324 -6.87228 -3.33377 0.489
Cl -0.69206 -5.54564 -1.69528 0.525
C -6.67029 1.96117 -3.50232 -1.983
Cl -8.31589 2.53245 -3.87669 0.530
Cl -6.14544 0.80295 -4.75034 0.481
Cl -5.55258 3.34839 -3.47176 0.488
Cl -6.66725 1.16082 -1.91038 0.515
C 7.72120 0.84439 7.39737 -2.014
Cl 9.42479 0.32940 7.31304 0.514
Cl 7.50743 1.96823 8.76330 0.504
Cl 7.27211 1.66224 5.87947 0.500
Cl 6.68042 -0.58241 7.63369 0.497
C 3.70678 -5.74417 4.47051 -2.008
Cl 2.28999 -6.69999 3.96686 0.503
Cl 3.59924 -5.39681 6.21472 0.506
Cl 5.19427 -6.66740 4.13939 0.507
Cl 3.74362 -4.21242 3.56103 0.467
C 2.93304 9.53230 4.41766 -1.996
Cl 3.75350 11.06096 4.82335 0.491
Cl 1.53941 9.86884 3.35982 0.500
Cl 4.07199 8.45262 3.57404 0.515
Cl 2.36723 8.74675 5.91351 0.496
C -1.88032 3.74970 -6.08779 -1.985
Cl -1.05986 5.27836 -5.68210 0.483
Cl -3.27395 4.08624 -7.14563 0.522
Cl -0.74137 2.67003 -6.93142 0.502
Cl -2.44613 2.96415 -4.59194 0.478
C 1.54069 -10.11964 -5.75125 -1.995
Cl 0.70387 -8.54688 -5.77773 0.471
Cl 0.88904 -11.16088 -7.04185 0.515
Cl 3.28497 -9.86886 -6.01437 0.515
Cl 1.28488 -10.90198 -4.17096 0.510
C 5.00613 9.92107 8.56672 -2.002
Cl 4.15874 8.66601 9.50551 0.510
Cl 5.61901 9.21565 7.04973 0.489
Cl 3.87609 11.24649 8.19141 0.491
Cl 6.37074 10.55614 9.52030 0.517
C 4.51645 4.96152 -1.77188 -1.995
Cl 4.14743 3.95406 -3.19433 0.470
Cl 6.28254 5.12297 -1.60052 0.515
Cl 3.79019 6.57488 -1.98219 0.511
Cl 3.84561 4.19415 -0.31040 0.505
C -7.89566 -3.07114 -7.06641 -1.995
Cl -6.58492 -4.19201 -7.51378 0.499
Cl -9.26450 -3.99483 -6.39742 0.519
Cl -7.30128 -1.92026 -5.84297 0.453
Cl -8.43196 -2.17739 -8.51154 0.519
C -2.29077 7.59757 -2.65869 -2.000
Cl -0.95682 8.07631 -3.73847 0.501
Cl -1.63904 6.66699 -1.28619 0.497
Cl -3.11461 9.05545 -2.05003 0.520
Cl -3.45267 6.59148 -3.56013 0.490
```

Calculated values
HOMO	-8.35	eV
LUMO	-0.20	eV
Kohn-Sham gap	8.153	eV



ORCA calculation (the ωB97M-V functional and the def2-TZVPD basis) on a molecular structure, C25H23BrN4RuS2Si in a non-equilibrium geometry.

Geometry as XYZ:
```
57
Properties=species:S:1:pos:R:3:lowdin_charge:R:1
Ru 0.83738 -0.85858 -0.63657 0.871
C 4.99045 -1.07846 -3.97926 -0.422
S 4.94980 0.15166 -2.66477 0.894
C 3.67569 -0.43871 -1.65656 -1.091
S 2.55329 -1.64212 -2.20731 0.639
N 3.67613 0.05749 -0.44633 -0.057
N 2.56574 -0.34568 0.22674 -0.196
C 2.64227 -0.63277 1.46004 -0.030
C 1.71756 -1.66487 1.92383 -0.278
C 1.71577 -2.17882 3.19889 0.005
C 0.96420 -3.31310 3.45924 -0.020
C 0.25369 -3.89467 2.42713 -0.021
C 0.25625 -3.27968 1.18845 -0.103
N 0.95563 -2.16859 0.94536 -0.079
H 5.83894 -0.80063 -4.60266 0.041
H 4.07635 -1.05480 -4.56869 0.025
H 5.15280 -2.07161 -3.56484 0.037
H 3.44559 -0.23125 2.06992 0.149
H 2.29748 -1.69047 3.97128 0.132
H 0.94094 -3.74382 4.45160 0.124
H -0.31633 -4.80213 2.57619 0.122
H -0.31905 -3.67229 0.36306 0.124
C -2.06142 -0.83785 4.68131 -0.075
C -1.07077 -0.01232 4.16367 -0.079
C -0.87022 0.05297 2.79137 -0.126
C -1.65771 -0.69316 1.90782 -0.344
C -2.64049 -1.53024 2.45052 -0.109
C -2.84305 -1.60122 3.82467 -0.075
Si -1.50960 -0.50129 0.05493 0.697
C -2.04503 1.21816 -0.42692 -0.347
C -3.12293 1.40100 -1.29833 -0.113
C -3.58309 2.67699 -1.60972 -0.076
C -2.96312 3.79019 -1.05992 -0.074
C -1.87968 3.62894 -0.20232 -0.100
C -1.42649 2.35579 0.10571 -0.125
H -2.22537 -0.88280 5.75128 0.109
H -0.46119 0.58557 4.83157 0.109
H -0.09257 0.70674 2.40739 0.089
H -3.26418 -2.12810 1.79222 0.097
H -3.61994 -2.24098 4.22583 0.108
H -2.45854 -1.44554 -0.58529 -0.008
H -3.61955 0.53727 -1.73169 0.096
H -4.43208 2.79958 -2.27210 0.108
H -3.32790 4.78390 -1.29089 0.111
H -1.39608 4.49843 0.22798 0.104
H -0.58209 2.25051 0.77898 0.093
Br 0.84368 4.68730 -2.34112 0.835
C 0.39358 2.90731 -2.71122 -0.666
C -0.42758 2.58364 -3.77009 -0.073
C -0.70804 1.24348 -3.99473 -0.023
C -0.19934 0.30041 -3.13034 -0.151
N 0.55318 0.62887 -2.06829 -0.147
C 0.87006 1.90885 -1.88195 -0.179
H -0.84438 3.35834 -4.40101 0.121
H -1.32828 0.93780 -4.82742 0.124
H -0.38777 -0.75454 -3.27761 0.111
H 1.51739 2.13992 -1.04901 0.112
```

Calculated values
relative energy (zero: lowest compared OMol25 entry of this formula, charge and spin)	46.1	kcal per mole
HOMO (alpha / beta)	-10.77 / -11.14	eV
LUMO (alpha / beta)	-4.16 / -4.89	eV
total charge	+1
Kohn-Sham gap (alpha / beta)	6.615 / 6.247	eV
2S+1	2



What is the formula in the second record?
C25H23BCl72NO2PSSi2